[1]
36
Properties=species:S:1:pos:R:3:lowdin_charge:R:1 method="wB97M-V/def2-TZVPD" lumo_ha=0.0242 smiles="CCN(CC)C(=O)N1CC[N+](C)([O-])CC1" charge=0 homo_ev=-7.95 relative_energy_kcal_mol=33.09
O -1.469 -0.855 1.144 0.072
O 0.124 3.361 1.736 -0.173
C -0.689 -0.828 0.199 -0.431
N 0.121 -1.974 -0.013 -0.069
N -0.556 0.351 -0.575 -0.050
C 1.173 -2.338 2.183 -0.090
C -0.686 -3.027 -2.055 -0.080
C 0.419 -2.925 1.041 -0.242
C 0.500 -2.386 -1.374 -0.222
C -1.596 1.349 -0.501 -0.142
C 0.772 0.924 -0.722 -0.133
C 0.077 3.924 -0.328 0.000
C -1.347 2.237 0.693 -0.093
C 1.108 1.853 0.466 -0.064
N 0.018 2.824 0.645 -0.557
H 2.005 -1.728 1.809 0.080
H 0.540 -1.694 2.803 0.075
H 1.549 -3.108 2.867 0.079
H -0.460 -3.385 -3.055 0.068
H -1.024 -3.882 -1.453 0.084
H -1.502 -2.337 -2.258 0.074
H 1.097 -3.681 0.633 0.117
H -0.491 -3.386 1.381 0.115
H 0.834 -1.525 -1.933 0.093
H 1.329 -3.115 -1.333 0.121
H -1.590 1.939 -1.485 0.146
H -2.602 0.936 -0.373 0.132
H 0.785 1.526 -1.603 0.100
H 1.529 0.126 -0.770 0.123
H 0.225 3.454 -1.307 0.078
H -0.899 4.512 -0.337 0.130
H 0.887 4.603 -0.114 0.101
H -2.055 3.077 0.734 0.141
H -1.391 1.616 1.573 0.129
H 2.077 2.332 0.297 0.140
H 1.190 1.229 1.385 0.149


[2]
36
Properties=species:S:1:pos:R:3:lowdin_charge:R:1 method="wB97M-V/def2-TZVPD" lumo_ha=-0.2137 smiles="C[C@H]1O[N@@+](C)(N)OC2=C1C[C@](C)([NH3+])CC2" charge=+2 homo_ev=-16.04 relative_energy_kcal_mol=4.54
C 0.132 0.445 0.139 -0.099
C 0.568 -0.842 0.025 -0.174
C -1.115 0.561 0.982 -0.051
C -0.243 -1.945 0.730 -0.051
C -1.788 -1.844 0.448 -0.052
C 1.030 1.517 -0.409 -0.254
C -2.295 -0.325 0.381 -0.453
C 0.732 2.849 0.329 0.044
C -2.580 -0.019 -1.056 -0.022
C 3.251 -0.322 -1.960 0.083
N 3.755 -0.791 0.222 0.184
N 2.768 -0.286 -0.591 -0.308
N -3.461 0.008 1.185 0.256
O 1.754 -1.242 -0.485 0.083
O 2.336 1.011 -0.188 0.034
H -0.843 0.070 1.902 0.128
H -1.547 1.571 1.155 0.142
H 0.091 -2.941 0.327 0.159
H -0.052 -1.767 1.735 0.102
H -2.025 -2.305 -0.490 0.112
H -2.225 -2.470 1.276 0.144
H 0.892 1.661 -1.466 0.154
H 0.272 2.703 1.247 0.057
H 0.094 3.424 -0.281 0.093
H 1.703 3.285 0.470 0.102
H -3.368 -0.554 -1.519 0.090
H -1.810 -0.119 -1.763 0.083
H -2.941 1.113 -1.218 0.160
H 2.596 -0.072 -2.775 0.125
H 4.072 0.344 -1.945 0.114
H 3.687 -1.329 -2.112 0.144
H 3.363 -1.338 0.973 0.142
H 4.573 -0.213 0.553 0.189
H -4.011 -0.798 1.636 0.229
H -4.103 0.396 0.546 0.147
H -3.264 0.566 1.997 0.168


[3]
38
Properties=species:S:1:pos:R:3:lowdin_charge:R:1 method="wB97M-V/def2-TZVPD" lumo_ha=0.0038 charge=0 homo_ev=-8.71 relative_energy_kcal_mol=0.00
C 2.320 -2.116 0.794 -0.170
C 3.204 -2.398 -0.365 -0.260
N 3.855 -2.627 -1.288 0.121
H 2.710 -2.558 1.710 0.102
H 1.384 -2.569 0.467 0.068
H 2.274 -1.032 0.891 -0.014
C -0.261 -2.397 -1.484 -0.021
C 0.413 -1.177 -1.112 -0.148
N 0.950 -0.155 -0.933 0.104
H -0.699 -2.193 -2.461 0.113
H -1.008 -2.735 -0.765 0.098
H 0.524 -3.150 -1.557 0.101
C 0.608 2.141 -0.991 -0.241
C 0.596 2.733 -2.314 -0.253
N 0.577 3.305 -3.314 0.127
H 1.106 1.174 -0.919 -0.038
H -0.406 2.201 -0.595 0.013
H 1.161 2.752 -0.277 0.085
C 0.828 0.758 3.851 -0.255
S 1.577 -0.083 2.443 0.928
O 1.062 -1.551 2.507 -0.590
C 0.738 0.756 1.038 -0.272
H 1.020 0.276 4.809 0.057
H -0.245 0.881 3.698 0.054
H 1.235 1.768 3.899 0.050
H -0.316 0.483 0.997 0.033
H 1.222 0.577 0.078 -0.073
H 0.787 1.825 1.243 0.069
C -2.116 -0.322 -0.023 -0.206
S -2.228 1.367 -0.837 0.988
O -0.994 1.346 -1.739 -0.601
C -3.789 1.234 -1.842 -0.205
H -1.108 -0.349 0.389 -0.005
H -1.901 -1.047 -0.808 0.018
H -2.869 -0.673 0.683 0.077
H -3.707 0.633 -2.748 0.063
H -4.161 2.238 -2.047 0.051
H -4.342 0.686 -1.079 0.034


[4]
36
Properties=species:S:1:pos:R:3:lowdin_charge:R:1 method="wB97M-V/def2-TZVPD" s_squared=0.754 multiplicity=2 lumo_ha="0.0259 / 0.0128" charge=0 homo_ev="-8.32 / -8.79"
C 0.019 1.808 -2.026 -0.024
C -0.585 0.889 -0.942 -0.455
C -2.119 1.029 -0.984 -0.020
C -0.130 -0.559 -1.176 -0.118
C -0.025 -1.499 0.034 -0.567
C 0.767 -2.742 -0.412 -0.102
P -1.616 -2.219 0.693 0.898
O -2.429 -0.911 1.283 -0.296
O -2.381 -2.442 -0.760 -0.294
C 0.658 -0.834 1.253 -0.133
C 1.014 0.653 1.102 -0.470
C 2.343 0.853 0.345 0.002
C 1.126 1.262 2.494 -0.036
N -0.116 1.338 0.404 -0.153
O -0.231 2.592 0.611 -0.001
H 0.112 1.252 -2.961 0.092
H -0.614 2.676 -2.200 0.081
H 1.000 2.184 -1.747 0.073
H -2.619 0.063 -0.913 0.058
H -2.471 1.661 -0.168 0.091
H -2.429 1.498 -1.917 0.086
H -0.812 -1.000 -1.908 0.123
H 0.856 -0.545 -1.650 0.111
H 1.705 -2.443 -0.888 0.086
H 1.010 -3.376 0.443 0.077
H 0.201 -3.345 -1.126 0.079
H -2.018 -0.047 1.131 0.027
H -3.340 -2.417 -0.670 0.057
H 1.577 -1.366 1.507 0.119
H 0.014 -0.923 2.136 0.098
H 2.827 1.777 0.663 0.089
H 3.021 0.025 0.556 0.089
H 2.216 0.890 -0.733 0.063
H 1.825 0.664 3.084 0.096
H 1.486 2.287 2.447 0.081
H 0.157 1.269 2.995 0.092


[5]
39
Properties=species:S:1:pos:R:3:lowdin_charge:R:1 method="wB97M-V/def2-TZVPD" lumo_ha=0.0172 charge=0 homo_ev=-9.51 relative_energy_kcal_mol=78.60
C 4.454 -1.227 3.280 0.076
C 3.985 -0.492 2.415 -0.079
C 3.032 0.238 1.376 -0.218
O 3.617 1.512 1.000 -0.365
S 2.750 2.828 1.570 1.032
O 2.916 2.817 3.044 -0.386
O 1.087 2.616 1.284 -0.331
O 0.534 2.297 2.516 -0.223
C -0.849 2.703 2.561 -0.104
C -1.821 1.431 2.502 -0.357
C -1.402 0.358 1.404 -0.043
O -1.952 0.761 3.766 -0.066
H 4.697 -2.067 3.989 0.055
H 1.989 0.301 1.800 0.108
H 3.055 -0.412 0.439 0.132
H -1.125 3.517 1.826 0.142
H -1.012 3.154 3.601 0.147
H -2.839 1.836 2.194 0.145
H -1.488 -0.723 1.760 0.098
H -2.069 0.459 0.485 0.082
H -0.339 0.470 1.017 0.060
H -1.287 0.042 3.828 0.099
C -0.505 -2.018 -4.204 -0.074
C -0.020 -0.889 -3.299 -0.428
C -0.278 -1.134 -1.799 -0.203
O -1.631 -0.965 -1.392 -0.222
C -2.482 -2.055 -1.709 -0.098
N -0.619 0.373 -3.749 0.040
H -1.584 -1.990 -4.370 0.064
H -0.038 -1.940 -5.189 0.077
H -0.247 -2.996 -3.790 0.078
H 1.066 -0.817 -3.433 0.135
H 0.292 -0.390 -1.234 0.109
H 0.097 -2.116 -1.482 0.122
H -1.969 -3.017 -1.620 0.093
H -2.897 -1.931 -2.710 0.075
H -3.319 -2.043 -1.007 0.090
H -0.205 1.139 -3.221 0.071
H -1.594 0.372 -3.448 0.070


[6]
38
Properties=species:S:1:pos:R:3:lowdin_charge:R:1 method="wB97M-V/def2-TZVPD" lumo_ha=0.0249 smiles="CCOCCO[C@@H]1C[C@@H](P(C)C)OS(=O)(=O)C1" charge=0 homo_ev=-8.44
C -2.766 1.915 1.202 -0.052
C -2.328 0.544 1.710 -0.261
O -2.238 -0.347 0.610 -0.172
C -2.246 -1.719 0.943 -0.182
C -0.981 -2.238 1.619 -0.167
O 0.122 -2.406 0.738 -0.083
C 0.725 -1.200 0.303 -0.379
C 1.718 -1.545 -0.790 -0.131
C 2.356 -0.337 -1.471 -0.438
P 1.355 0.533 -2.829 0.928
C -0.414 0.186 -2.491 -0.298
C 1.532 2.325 -2.528 -0.302
O 3.004 0.535 -0.476 -0.245
S 2.191 0.989 0.802 0.604
O 3.147 1.527 1.710 -0.249
O 1.059 1.782 0.417 -0.273
C 1.527 -0.523 1.424 -0.146
H -1.957 2.639 1.292 0.071
H -3.033 1.846 0.149 0.079
H -3.614 2.292 1.773 0.070
H -1.351 0.638 2.197 0.103
H -3.026 0.150 2.459 0.119
H -3.096 -1.940 1.605 0.126
H -2.405 -2.266 0.013 0.134
H -0.716 -1.606 2.474 0.116
H -1.198 -3.228 2.023 0.131
H -0.020 -0.494 -0.055 0.107
H 2.513 -2.140 -0.328 0.133
H 1.272 -2.182 -1.557 0.128
H 3.200 -0.722 -2.037 0.100
H -0.960 0.492 -3.385 0.035
H -0.844 0.682 -1.621 0.029
H -0.544 -0.892 -2.390 0.035
H 2.582 2.541 -2.329 0.042
H 1.270 2.817 -3.467 0.031
H 0.914 2.717 -1.727 0.024
H 2.338 -1.170 1.759 0.129
H 0.912 -0.196 2.260 0.103